ORCA calculation (ωB97M-V/def2-TZVPD) on a single C23H20N2O3 molecule.

Positions of all 48 atoms, in Å:
O -1.4867 0.7133 -0.6332
C -0.9375 1.1640 0.3461
C -1.6911 1.7886 1.4661
C -1.0985 2.4488 2.5399
C -1.8845 2.9816 3.5454
C -3.2638 2.8639 3.4958
C -3.8610 2.2061 2.4331
C -3.0799 1.6719 1.4277
C 0.5965 1.3799 0.3527
C 1.2478 1.1829 -1.0364
O 1.7447 2.1639 -1.5652
N 1.3157 -0.0422 -1.5704
C 1.9619 -0.1985 -2.8596
C 0.9124 -0.5684 -3.9006
C 0.1951 -1.8135 -3.4670
C -0.4055 -2.6545 -4.3959
C -1.0644 -3.7997 -3.9927
C -1.1276 -4.1177 -2.6456
C -0.5349 -3.2861 -1.7155
C 0.1281 -2.1321 -2.1157
C 0.7495 -1.2634 -1.0493
N 1.2869 0.6170 1.3783
C 2.5840 0.8919 1.6387
C 3.2773 0.2099 2.5882
C 2.6125 -0.7998 3.3140
C 1.3098 -1.0815 3.0515
C 0.5801 -0.3757 2.0422
O -0.5884 -0.5869 1.7232
H -0.0259 2.5535 2.6141
H -1.4163 3.4919 4.3747
H -3.8694 3.2821 4.2864
H -4.9357 2.1078 2.3918
H -3.5224 1.1491 0.5938
H 0.7501 2.4495 0.5557
H 2.7108 -0.9944 -2.7785
H 2.4528 0.7434 -3.1080
H 0.1952 0.2529 -3.9871
H 1.3801 -0.7140 -4.8758
H -0.3524 -2.4011 -5.4452
H -1.5277 -4.4438 -4.7253
H -1.6420 -5.0101 -2.3217
H -0.5903 -3.5223 -0.6626
H 1.5422 -1.8402 -0.5430
H -0.0312 -1.0464 -0.3224
H 3.0277 1.6806 1.0485
H 4.3096 0.4443 2.7830
H 3.1460 -1.3437 4.0790
H 0.7671 -1.8456 3.5841

Values from the calculation:
E_HOMO = -8.847 eV
Orbital gap = 8.93 eV
Energy relative to the best compared isomer or geometry (same formula, charge and spin) = 0.160 eV
Structure (SMILES) = O=C(c1ccccc1)[C@H](C(=O)N1CCc2ccccc2C1)n1ccccc1=O

=====

ORCA calculation (ωB97M-V/def2-TZVPD) on a molecular structure, C23H20N2O6S2Ta.

Positions of all 54 atoms, in Å:
Ta -0.4672 0.1701 0.3072
O 1.6450 -4.8896 0.0810
C 0.5021 -4.9988 0.7755
C 0.0035 -6.2869 0.9804
C -1.1756 -6.4744 1.6673
C -1.8978 -5.3883 2.1680
C -1.4230 -4.1143 1.9578
C -0.2255 -3.8964 1.2590
C 0.2087 -2.5300 0.9947
O -0.6321 -1.5438 1.3138
N 1.3533 -2.2631 0.4419
N 1.4712 -0.8740 0.3337
C 2.6459 -0.3645 0.4715
C 2.8656 1.0338 0.7330
C 4.1724 1.5433 0.6791
C 4.4365 2.8372 1.0687
C 3.4054 3.6370 1.5592
C 2.1108 3.1584 1.6548
C 1.8430 1.8653 1.2296
O 0.5690 1.4126 1.3081
H 1.9104 -3.9527 0.0293
H 0.5731 -7.1193 0.5907
H -1.5412 -7.4810 1.8224
H -2.8146 -5.5453 2.7177
H -1.9683 -3.2587 2.3317
H 3.4957 -1.0435 0.4925
H 4.9720 0.9053 0.3244
H 5.4422 3.2280 1.0086
H 3.6201 4.6486 1.8774
H 1.3028 3.7656 2.0366
O -3.7401 1.1976 -1.1496
C -2.7613 1.7048 -0.7034
O -2.1134 1.1514 0.3998
C -2.0389 2.9265 -1.1612
C -2.7425 4.1189 -1.2345
C -2.0854 5.2904 -1.5859
C -0.7322 5.2518 -1.8793
C -0.0332 4.0513 -1.8411
C -0.6780 2.8747 -1.4873
S 0.2206 1.3409 -1.7208
H -3.7986 4.1264 -0.9989
H -2.6287 6.2238 -1.6279
H -0.2122 6.1593 -2.1556
H 1.0143 4.0259 -2.1106
C -2.9331 -1.3377 -3.1414
S -2.5447 -1.8667 -1.4892
C -1.9776 -3.5240 -1.8071
O -1.2407 -1.0904 -1.1964
H -2.1253 -1.5971 -3.8223
H -3.0762 -0.2607 -3.0845
H -3.8721 -1.8119 -3.4268
H -2.8008 -4.0668 -2.2727
H -1.7263 -3.9843 -0.8531
H -1.1145 -3.4856 -2.4706

Values from the calculation:
Charge = +1
E_HOMO = -11.243 eV
Orbital gap = 7.24 eV
Energy relative to the best compared isomer or geometry (same formula, charge and spin) = 0.323 eV

=====

ORCA calculation (ωB97M-V/def2-TZVPD) on a single C23H20N4O3 molecule.

Positions of all 50 atoms, in Å:
C -3.3399 -6.0939 0.1079
C -2.9437 -4.6541 0.0025
C -3.8555 -3.6922 -0.4176
C -3.4782 -2.3702 -0.5371
C -2.1808 -1.9706 -0.2226
C -1.8589 -0.5294 -0.3834
O -2.4567 0.2010 -1.1467
N -0.8515 -0.0864 0.4413
C -0.2435 1.1446 0.3983
C 1.1266 1.3556 0.5987
C 2.0519 0.2809 0.9341
O 1.6647 -0.8699 1.1305
N 3.3521 0.6334 1.0426
C 4.4017 -0.3327 1.2987
C 5.4019 -0.3560 0.1915
C 6.6316 0.2251 0.0747
C 7.1042 -0.1042 -1.2190
C 6.1242 -0.8531 -1.7915
O 5.0928 -1.0092 -0.9485
C 1.2826 2.7444 0.4137
N 0.1361 3.3155 0.1382
N -0.7987 2.3470 0.1410
C -2.1513 2.7023 -0.0038
C -3.1272 2.1087 0.7864
C -4.4463 2.4941 0.6395
C -4.7902 3.4764 -0.2740
C -3.8090 4.0837 -1.0396
C -2.4875 3.7015 -0.9066
C -1.2589 -2.9315 0.1872
C -1.6438 -4.2546 0.2935
H -3.1107 -6.6095 -0.8255
H -4.4069 -6.1916 0.2928
H -2.7934 -6.5897 0.9069
H -4.8681 -3.9847 -0.6555
H -4.1799 -1.6200 -0.8700
H -0.2065 -0.7742 0.8432
H 3.6256 1.5791 0.8316
H 4.9077 -0.0932 2.2398
H 3.9027 -1.3024 1.3844
H 7.1400 0.8051 0.8177
H 8.0398 0.1791 -1.6551
H 6.0454 -1.3160 -2.7549
H 2.1700 3.3438 0.4740
H -2.8562 1.3534 1.5090
H -5.2084 2.0265 1.2450
H -5.8232 3.7703 -0.3861
H -4.0748 4.8537 -1.7483
H -1.7079 4.1619 -1.4923
H -0.2322 -2.6710 0.4001
H -0.9205 -4.9937 0.6070

Values from the calculation:
E_HOMO = -8.589 eV
Orbital gap = 9.21 eV
Energy relative to the best compared isomer or geometry (same formula, charge and spin) = 0.000 eV
Structure (SMILES) = Cc1ccc(C(=O)Nc2c(C(=O)NCc3ccco3)cnn2-c2ccccc2)cc1

=====

ORCA calculation (ωB97M-V/def2-TZVPD) on a molecular structure, C23H20N6RuSSe3 in a non-equilibrium geometry.

Positions of all 54 atoms, in Å:
Ru 0.4830 0.3270 -0.3339
N 0.3613 3.4574 2.7343
C 0.1655 2.5529 1.7589
S 1.4773 2.2725 0.6434
N -1.0128 1.9856 1.6846
N -1.0973 1.1199 0.6282
C -2.2638 0.8068 0.2095
C -2.3188 -0.1348 -0.8968
C -3.5036 -0.6452 -1.4033
C -3.4525 -1.5485 -2.4475
C -2.2193 -1.9236 -2.9604
C -1.0782 -1.3792 -2.4091
N -1.1242 -0.4988 -1.4067
H 1.2403 3.9324 2.8235
H -0.4269 3.7706 3.2746
H -3.1469 1.2283 0.6738
H -4.4450 -0.3345 -0.9715
H -4.3648 -1.9609 -2.8570
H -2.1368 -2.6270 -3.7763
H -0.0946 -1.6384 -2.7735
Se 2.0979 -0.4577 1.3492
Se 0.7709 -2.4485 0.0430
C -0.5430 -2.6080 1.4498
C -0.9740 -3.8285 1.9524
C -1.8872 -3.7999 2.9960
C -2.3136 -2.5770 3.5037
C -1.8197 -1.4187 2.9253
N -0.9649 -1.4378 1.9049
C 3.1549 -0.5437 -0.2209
C 4.5087 -0.7776 -0.3313
C 5.0350 -0.8860 -1.6092
C 4.1935 -0.7724 -2.7008
C 2.8466 -0.5189 -2.4944
N 2.3336 -0.3932 -1.2670
H -0.6032 -4.7624 1.5534
H -2.2549 -4.7267 3.4166
H -3.0120 -2.5254 4.3271
H -2.1174 -0.4345 3.2750
H 5.1258 -0.8797 0.5499
H 6.0926 -1.0700 -1.7448
H 4.5646 -0.8705 -3.7107
H 2.1666 -0.4281 -3.3186
Se 0.1369 2.1399 -2.0279
C 0.7626 1.5361 -3.7241
C -0.0241 0.7592 -4.5707
C 0.4608 0.3728 -5.8145
C 1.7196 0.7864 -6.2314
C 2.4877 1.6028 -5.4100
C 2.0129 1.9744 -4.1596
H -1.0239 0.4781 -4.2676
H -0.1546 -0.2331 -6.4673
H 2.0904 0.4936 -7.2049
H 3.4557 1.9536 -5.7448
H 2.6092 2.6032 -3.5110

Values from the calculation:
Spin multiplicity = 2
Charge = +1
⟨S²⟩ = 0.763
E_HOMO (alpha / beta) = -9.751 / -10.093 eV
Orbital gap (alpha / beta) = 5.76 / 5.66 eV
Energy relative to the best compared isomer or geometry (same formula, charge and spin) = 0.538 eV

=====

ORCA calculation (ωB97M-V/def2-TZVPD) on 4 unconnected molecules or ions with the total composition C23H20NO7P in a non-equilibrium geometry.

Positions of all 52 atoms, in Å:
O 1.5600 0.1611 0.7792
C 1.4249 -0.6162 -0.1452
C 2.5087 -0.8117 -1.1430
C 2.3627 -1.6519 -2.1651
C 1.1090 -2.4272 -2.3541
O 0.9673 -3.1794 -3.2941
C 0.0353 -2.2304 -1.3500
C 0.1765 -1.3962 -0.3260
H 3.4112 -0.2343 -0.9883
H 3.1386 -1.8053 -2.9046
H -0.8762 -2.7943 -1.4997
H -0.6082 -1.2510 0.4080
O 5.5436 0.1392 -0.3828
C 5.9181 0.0153 0.7649
C 5.3808 0.8797 1.8439
C 5.7906 0.7440 3.1018
C 6.8000 -0.2781 3.4781
O 7.1723 -0.4033 4.6234
C 7.3347 -1.1443 2.3958
C 6.9247 -1.0086 1.1381
H 4.6410 1.6121 1.5472
H 5.4127 1.3614 3.9066
H 8.0683 -1.8828 2.6926
H 7.2990 -1.6281 0.3331
O -1.4900 3.4878 -4.6510
C -1.7389 2.5123 -3.9796
C -2.4033 1.3199 -4.5660
C -2.6766 0.2488 -3.8263
C -2.3290 0.2029 -2.3862
O -2.5733 -0.7752 -1.7096
C -1.6646 1.3910 -1.7973
C -1.3896 2.4622 -2.5358
H -2.6469 1.3774 -5.6190
H -3.1587 -0.6319 -4.2312
H -1.4175 1.3313 -0.7441
H -0.9041 3.3404 -2.1299
C -6.7444 3.0944 0.6868
C -6.3066 1.9837 0.5445
P -5.9520 0.2946 0.3043
C -5.0255 -0.1697 1.8315
C -3.7202 -0.9747 1.5931
C -2.8169 -0.6995 2.7788
N -1.3997 -0.5527 2.6167
O -3.3037 -0.6500 3.8851
H -6.9650 4.0828 1.0297
H -4.9888 0.3046 -0.7198
H -5.6711 -0.7442 2.4822
H -4.7461 0.7451 2.3421
H -3.3021 -0.7286 0.6270
H -3.9310 -2.0416 1.6316
H -1.1804 0.4374 2.5491
H -1.0494 -0.8181 3.5336

Values from the calculation:
E_HOMO = -8.670 eV
Orbital gap = 6.87 eV
Energy relative to the best compared isomer or geometry (same formula, charge and spin) = 0.000 eV
Structure (SMILES) = O=C1C=CC(=O)C=C1.O=C1C=CC(=O)C=C1.O=C1C=CC(=O)C=C1.C#CPCCC(N)=O

=====

ORCA calculation (ωB97M-V/def2-TZVPD) on a molecular structure, C23H21BF3LiN3O10 in a non-equilibrium geometry.

Positions of all 62 atoms, in Å:
Li -18.9802 28.8139 -0.8508
O -19.8724 32.8966 -1.6910
C -20.9431 32.5772 -1.2242
O -22.0167 33.2966 -0.8639
B -23.0641 32.3957 -0.2866
O -22.5232 31.0195 -0.5692
C -21.2928 31.0897 -1.0327
O -20.5227 30.1487 -1.3546
O -24.3776 32.6038 -0.9498
C -25.2894 32.9345 -0.0457
O -26.4637 33.2262 -0.2043
C -24.6320 32.9002 1.3064
O -23.3988 32.6753 1.1340
O -25.2661 33.1818 2.3214
C -19.2398 26.2749 -1.8517
O -18.0761 27.0310 -1.7243
O -20.1914 27.0065 -1.1395
C -19.6157 25.8572 -3.3644
F -18.7105 25.1285 -3.9470
F -20.7763 25.1979 -3.3686
F -19.8201 26.9356 -4.0931
C -16.8139 26.4134 -1.8829
C -15.8859 27.5474 -2.0078
H -15.9380 28.2704 -1.1937
H -14.8177 27.3325 -1.9798
H -16.0904 28.1529 -2.8908
H -16.5630 25.7349 -2.6983
H -16.5413 26.0042 -0.9101
H -19.0291 25.3554 -1.3056
N -17.7593 30.1766 -1.9503
C -17.9968 30.3483 -3.2719
C -17.1982 31.1670 -4.1347
C -16.1474 31.8719 -3.5701
C -15.9278 31.7870 -2.1572
C -16.7413 30.8949 -1.4118
H -18.7068 29.6929 -3.7543
H -17.3301 31.2543 -5.2030
H -15.6088 32.5400 -4.2257
H -15.0652 32.2678 -1.7201
H -16.6731 30.6439 -0.3636
N -22.4770 27.5349 1.4202
C -23.3492 27.2252 2.3778
C -23.6362 27.9829 3.5505
C -23.0108 29.2418 3.6448
C -22.0960 29.6186 2.6664
C -21.8543 28.7239 1.5939
H -23.7479 26.2241 2.3055
H -24.3436 27.7801 4.3410
H -23.2089 29.9174 4.4637
H -21.5197 30.5319 2.6804
H -21.1444 29.0779 0.8610
N -18.1493 28.7923 0.9894
C -18.4460 29.8608 1.7529
C -18.3758 29.8257 3.1947
C -18.2013 28.5510 3.8118
C -17.8550 27.4711 3.0461
C -17.8303 27.5892 1.6693
H -18.6920 30.7854 1.2518
H -18.6171 30.6962 3.7865
H -18.1615 28.3992 4.8804
H -17.5778 26.5109 3.4553
H -17.5381 26.7707 1.0282

Values from the calculation:
Charge = -1
E_HOMO = -4.793 eV
Orbital gap = 6.81 eV

=====

no.,DFT total energy (a.u.)
1,-1223.716230
2,-2302.763589
3,-1333.228844
4,-8914.172415
5,-1811.039163
6,-2138.019307